Model one:
{"formula": "C3H3F3", "method": "the ωB97M-V functional and the def2-TZVPD basis", "gap_ev": 9.190, "charge": 0, "species": ["C", "C", "C", "F", "F", "F", "H", "H", "H"], "coordinates": [[-0.11183, -0.20777, 0.25419], [1.01250, -0.14839, 0.95278], [-0.57083, 0.01811, -1.14475], [-1.56507, 0.29922, 1.71500], [0.96620, -0.08455, 2.25989], [2.20170, -0.34662, 0.41805], [-1.01143, 1.13732, -1.28603], [-1.33098, -0.76028, -1.32595], [0.40973, 0.09296, -1.84318]], "lowdin_charge": [0.08, -0.38, -0.07, -0.32, 0.16, 0.16, 0.14, 0.08, 0.15]}

---

Model two:
{"formula": "C3H3F3", "method": "the ωB97M-V functional and the def2-TZVPD basis", "gap_ev": [9.003, 9.003], "charge": 0, "species": ["C", "C", "C", "F", "F", "F", "H", "H", "H"], "coordinates": [[0.23012, 0.18537, -0.13437], [0.95133, -0.00463, 0.93667], [-0.81461, -0.33799, -0.86930], [0.09510, 2.35172, 0.10482], [1.61324, 0.83907, 1.67042], [1.17504, -1.32299, 1.32354], [-0.97359, 0.19177, -1.69820], [-1.69570, -0.40914, -0.21219], [-0.58093, -1.49318, -1.12141]], "lowdin_charge": [0.08, -0.31, -0.05, -0.34, 0.19, 0.09, 0.05, 0.12, 0.18]}

---

model one comes first in stability; the runner-up is 4.8 kcal/mol higher.

---

Model one:
{"formula": "C2H2O3S", "method": "the ωB97M-V functional and the def2-TZVPD basis", "gap_ev": 9.147, "charge": 0, "species": ["C", "C", "O", "O", "O", "S", "H", "H"], "coordinates": [[2.42541, -1.67233, -0.04859], [-0.99979, 0.41501, -0.06557], [3.40727, -1.52912, 0.48611], [1.21417, 1.40149, -0.59584], [-2.28294, 0.49288, 0.39161], [0.01706, 1.62332, 0.19927], [-2.84379, -0.31847, 0.32719], [-0.93739, -0.41278, -0.69418]], "lowdin_charge": [-0.01, -0.48, 0.03, -0.60, -0.08, 0.94, 0.13, 0.08]}

---

Model two:
{"formula": "C2H2O3S", "method": "the ωB97M-V functional and the def2-TZVPD basis", "gap_ev": [8.090, 8.090], "charge": 0, "species": ["O", "S", "O", "C", "C", "O", "H", "H"], "coordinates": [[2.41787, 0.73930, -0.28610], [1.52928, -0.33552, -0.29072], [1.98002, -1.58242, 0.20280], [-0.03658, 0.07957, 0.49945], [-1.45902, 0.13531, -0.00769], [-0.63116, 1.29867, 0.13727], [-1.64953, -0.24725, -0.94530], [-2.15088, -0.08766, 0.69029]], "lowdin_charge": [-0.31, 0.76, -0.34, -0.17, -0.08, -0.02, 0.09, 0.07]}

---

model one comes first in stability; the runner-up is 58.3 kcal/mol higher.

---

Model one:
{"formula": "C2H2O3S", "method": "the ωB97M-V functional and the def2-TZVPD basis", "gap_ev": 9.425, "charge": 0, "species": ["O", "C", "O", "C", "O", "S", "H", "H"], "coordinates": [[-0.39018, -1.36589, -1.48317], [-0.21534, -0.76126, -0.47232], [-1.20287, -0.45243, 0.46107], [0.87536, 0.35040, -0.39306], [1.69356, 0.57127, -1.20511], [0.98915, 1.74776, 0.70430], [-1.99503, -1.00394, 0.58675], [0.24534, 0.91408, 1.80154]], "lowdin_charge": [0.17, -0.43, 0.03, -0.72, 0.01, 0.80, 0.13, 0.00]}

---

Model two:
{"formula": "C2H2O3S", "method": "the ωB97M-V functional and the def2-TZVPD basis", "gap_ev": [8.382, 8.380], "charge": 0, "species": ["C", "C", "O", "O", "O", "S", "H", "H"], "coordinates": [[0.72521, 0.47763, 0.37372], [1.94525, 0.24787, -0.64409], [-2.76864, -0.69816, 1.58506], [-1.52761, -1.03778, -0.44581], [-0.11968, 1.19319, 0.79620], [-2.32091, -0.16075, 0.36182], [2.60594, -0.58012, -0.50752], [1.46045, 0.55812, -1.51937]], "lowdin_charge": [-0.12, 0.05, -0.40, -0.43, 0.03, 0.86, 0.01, -0.01]}

---

Model three:
{"formula": "C2H2O3S", "method": "the ωB97M-V functional and the def2-TZVPD basis", "gap_ev": 8.161, "charge": 0, "species": ["C", "C", "O", "O", "O", "S", "H", "H"], "coordinates": [[-1.02370, -1.00613, 0.31958], [-0.29576, -0.12887, -0.20546], [-4.28789, 0.52173, -1.13642], [-2.64184, 0.73348, 0.67873], [-1.73377, -1.87216, 0.67048], [-3.88130, 0.20168, 0.18759], [0.66904, -0.41374, -0.59558], [-0.71716, 0.82480, -0.16099]], "lowdin_charge": [-0.36, 0.02, -0.39, -0.44, 0.12, 0.93, 0.09, 0.04]}

---

Model four:
{"formula": "C2H2O3S", "method": "the ωB97M-V functional and the def2-TZVPD basis", "gap_ev": 8.436, "charge": 0, "species": ["O", "C", "O", "C", "O", "S", "H", "H"], "coordinates": [[-2.02732, 0.47786, -0.20467], [-1.01875, -0.18646, -0.04091], [-1.00207, -1.49250, 0.13457], [0.38972, 0.40980, 0.07077], [0.27222, 1.69424, 0.13646], [1.77548, -0.42609, -0.07748], [-1.87452, -1.81650, 0.32454], [-0.70160, 1.85710, 0.20519]], "lowdin_charge": [0.11, -0.51, 0.12, -0.82, 0.05, 0.79, 0.13, 0.13]}

---

model four comes first in stability; the runner-up is 32.7 kcal/mol higher.

---

Model one:
{"formula": "C6H8N", "method": "the ωB97M-V functional and the def2-TZVPD basis", "gap_ev": [6.586, 8.505], "charge": 1, "species": ["C", "C", "C", "C", "C", "C", "N", "H", "H", "H", "H", "H", "H", "H", "H"], "coordinates": [[-1.45724, -1.01954, -0.03183], [-1.94185, 0.08570, -0.41558], [-1.06965, 1.43312, 0.04654], [1.03884, -0.93226, -0.22988], [1.31726, 0.59823, -0.25348], [-0.20178, -0.65916, 0.62898], [0.13673, 0.83259, 0.58392], [-1.67209, -2.09467, -0.18657], [-0.92684, 2.05439, -0.88108], [-1.66700, 1.89002, 0.89585], [0.88630, -1.42165, -1.12225], [1.71428, -1.64380, 0.52031], [2.31026, 0.91724, 0.13361], [1.57350, 0.90512, -1.34695], [-0.04073, -0.94531, 1.65841]], "lowdin_charge": [-0.03, 0.27, -0.06, -0.06, -0.11, -0.25, 0.03, 0.17, 0.14, 0.16, 0.09, 0.19, 0.14, 0.17, 0.16]}

---

Model two:
{"formula": "C6H8N", "method": "the ωB97M-V functional and the def2-TZVPD basis", "gap_ev": 10.732, "charge": 1, "species": ["C", "C", "C", "C", "C", "C", "N", "H", "H", "H", "H", "H", "H", "H", "H"], "coordinates": [[-1.86493, -0.21838, 0.01376], [-1.45346, 1.05774, 0.26473], [0.58257, -1.28016, 0.15800], [-0.56211, -0.68404, -0.62887], [0.99700, 0.01188, 0.67905], [-0.10007, 0.68201, -0.17545], [1.26635, 1.09788, -0.40357], [-2.79563, -0.68782, 0.27971], [-2.14577, 1.84685, 0.58138], [0.51475, -2.03539, 0.96644], [1.31925, -1.99654, -0.39426], [-0.55284, -1.00074, -1.70468], [1.54612, 0.26243, 1.59675], [1.43703, 1.90857, 0.10002], [1.81176, 1.03572, -1.33302]], "lowdin_charge": [0.05, 0.07, -0.11, -0.16, -0.05, -0.31, 0.22, 0.12, 0.13, 0.15, 0.17, 0.18, 0.17, 0.14, 0.24]}

---

model two comes first in stability; the runner-up is 54.5 kcal/mol higher.

---

Model one:
{"formula": "C6H8N", "method": "the ωB97M-V functional and the def2-TZVPD basis", "gap_ev": [7.264, 7.130], "charge": 1, "species": ["C", "C", "C", "C", "C", "C", "N", "H", "H", "H", "H", "H", "H", "H", "H"], "coordinates": [[-1.57063, -1.37870, -0.38476], [-1.84829, -0.20880, 0.03076], [0.69192, -0.75896, -0.00456], [1.50429, -1.74885, -0.08625], [1.19771, 1.54653, -0.31157], [-0.91770, 0.92196, 0.25059], [0.47345, 0.51731, -0.02681], [-1.83362, -2.34402, -0.62419], [-2.89760, 0.18263, -0.01357], [2.39323, -1.62445, 0.56387], [1.11834, -2.71389, -0.21786], [0.82207, 2.61146, -0.39002], [2.18775, 1.33690, -0.36212], [-1.22022, 1.66560, -0.47131], [-0.98481, 1.50858, 1.21381]], "lowdin_charge": [0.24, -0.17, -0.11, 0.11, 0.21, -0.12, -0.11, 0.06, 0.15, 0.11, 0.07, 0.16, 0.09, 0.13, 0.17]}

---

Model two:
{"formula": "C6H8N", "method": "the ωB97M-V functional and the def2-TZVPD basis", "gap_ev": 9.171, "charge": 1, "species": ["C", "C", "C", "C", "C", "N", "C", "H", "H", "H", "H", "H", "H", "H", "H"], "coordinates": [[-2.05267, 0.65686, -0.80752], [-0.85580, 1.16036, -0.45908], [0.28362, 0.44961, 0.34559], [1.73858, 0.91847, 0.57364], [1.53065, -0.31067, -0.28847], [0.51965, -0.92294, 0.47937], [0.01105, -2.07088, 0.55457], [-2.73027, 1.12803, -1.41611], [-2.63531, -0.10230, -0.28857], [-0.55522, 2.13211, -0.67088], [2.21056, 0.69537, 1.51666], [2.24883, 1.66151, -0.09799], [1.74642, -0.62023, -1.27407], [-0.76207, -2.27437, 1.23784], [0.58907, -2.72175, -0.06964]], "lowdin_charge": [0.08, -0.03, -0.13, 0.05, -0.01, -0.03, 0.20, 0.04, 0.08, 0.09, 0.11, 0.15, 0.16, 0.11, 0.13]}

---

model two comes first in stability; the runner-up is 41.9 kcal/mol higher.

---

Model one:
{"formula": "C3H5BrN2O4", "method": "the ωB97M-V functional and the def2-TZVPD basis", "gap_ev": 9.538, "charge": 0, "species": ["C", "C", "C", "Br", "N", "O", "O", "N", "O", "O", "H", "H", "H", "H", "H"], "coordinates": [[-1.59571, -0.94967, 0.14266], [-0.77663, 0.03979, -0.65285], [0.63166, 0.12054, -0.04121], [1.66155, -1.69255, 0.11292], [1.53065, 0.83919, -0.94971], [2.41008, 1.46920, -0.44366], [1.28993, 0.74472, -2.12871], [0.72065, 0.68118, 1.43265], [1.73650, 0.32587, 1.95137], [-0.11078, 1.44570, 1.82891], [-1.05007, -1.91844, 0.05426], [-2.65827, -1.14129, -0.35870], [-1.85943, -0.69001, 1.30514], [-1.28072, 1.01675, -0.55344], [-0.64940, -0.29098, -1.69964]], "lowdin_charge": [-0.15, -0.24, -0.48, 0.80, -0.44, 0.13, 0.09, -0.38, 0.02, 0.12, 0.03, 0.11, 0.13, 0.13, 0.13]}

---

Model two:
{"formula": "C3H5BrN2O4", "method": "the ωB97M-V functional and the def2-TZVPD basis", "gap_ev": 10.483, "charge": 0, "species": ["C", "C", "C", "Br", "N", "O", "O", "N", "O", "O", "H", "H", "H", "H", "H"], "coordinates": [[-1.86135, -0.70450, 0.12474], [-0.67767, 0.06432, 0.75276], [0.65250, -0.01794, -0.08695], [1.22363, -1.89003, -0.20783], [1.71734, 0.80676, 0.70746], [1.75850, 1.95175, 0.34512], [2.29916, 0.24394, 1.59002], [0.86033, 0.31482, -1.55177], [1.98611, 0.28262, -1.96462], [-0.15393, 0.42040, -2.18502], [-2.09414, -0.21391, -0.92867], [-2.79369, -0.23551, 0.55017], [-1.62982, -1.75333, 0.16928], [-0.97481, 1.06233, 0.96636], [-0.31215, -0.33174, 1.71896]], "lowdin_charge": [-0.11, -0.22, -0.56, 0.89, -0.40, 0.12, 0.08, -0.46, 0.07, 0.11, 0.11, 0.09, 0.04, 0.11, 0.12]}

---

model two comes first in stability; the runner-up is 2.9 kcal/mol higher.